i:
ORCA calculation (ωB97M-V with the def2-TZVPD basis set) on one molecule with the formula C2H3Cl2O2P.

CARTESIAN COORDINATES (ANGSTROEM)
1 Cl -0.641 -2.629 0.206
2 Cl -2.883 1.767 0.072
3 P 1.743 -0.090 0.734
4 O -1.400 -0.148 0.014
5 O 0.724 -0.624 -0.665
6 C -1.311 1.170 -0.033
7 C -0.476 -1.036 -0.333
8 H -0.533 1.795 -0.511
9 H 2.129 0.840 -0.068
10 H 2.647 -1.044 0.585

Properties
Frontier orbital gap (alpha / beta)   7.514 / 7.308 eV
Total charge   0



ii:
ORCA calculation (ωB97M-V with the def2-TZVPD basis set) on one molecule with the formula C2H3Cl2O2P.

CARTESIAN COORDINATES (ANGSTROEM)
1 Cl 2.933 -0.507 -1.424
2 Cl -0.057 1.006 1.958
3 P -1.737 0.752 -0.647
4 O 0.874 0.165 -0.366
5 O 1.366 -2.045 0.021
6 C 1.527 -1.009 -0.530
7 C -0.307 0.142 0.463
8 H -1.348 2.004 -0.601
9 H -2.628 0.439 0.499
10 H -0.625 -0.946 0.628

Properties
Frontier orbital gap   10.601 eV
Total charge   0
SMILES   O=C(Cl)O[C@H](P)Cl



Energies relative to the most stable structure are i 0.1252; ii 0.0000, reported in hartree.



i:
ORCA calculation (ωB97M-V with the def2-TZVPD basis set) on one molecule with the formula C2H6N4S.

CARTESIAN COORDINATES (ANGSTROEM)
1 S -0.963 -1.733 -2.106
2 N 1.666 0.538 -0.297
3 N 0.954 -0.611 -0.673
4 N -1.273 0.752 0.822
5 N -1.123 0.392 -0.509
6 C -0.352 -0.621 -1.041
7 C -0.589 0.175 1.725
8 H 1.540 -1.314 -1.134
9 H 0.120 -0.648 1.571
10 H 1.510 0.727 0.714
11 H 1.268 1.328 -0.808
12 H -0.752 0.501 2.728
13 H -2.006 0.515 -0.995

Properties
Frontier orbital gap   8.909 eV
Total charge   0
SMILES   C=NNC(=S)NN



ii:
ORCA calculation (ωB97M-V with the def2-TZVPD basis set) on one molecule with the formula C2H6N4S.

CARTESIAN COORDINATES (ANGSTROEM)
1 S -0.876 -1.031 0.155
2 N 0.684 1.231 0.135
3 N 3.018 -0.231 -0.110
4 N -1.968 0.232 -0.036
5 N 1.737 -0.869 0.039
6 C 0.637 -0.032 0.111
7 C -3.217 -0.011 -0.078
8 H -0.206 1.701 0.285
9 H -3.810 0.896 -0.155
10 H 1.674 -1.718 -0.502
11 H 2.848 0.663 -0.627
12 H -3.753 -0.972 -0.044
13 H 3.232 0.142 0.826

Properties
Frontier orbital gap   9.940 eV
Total charge   0
SMILES   [H]/N=C(/NN)SN=C



iii:
ORCA calculation (ωB97M-V with the def2-TZVPD basis set) on one molecule with the formula C2H6N4S.

CARTESIAN COORDINATES (ANGSTROEM)
1 S 3.556 0.080 0.405
2 N 0.012 0.638 -1.033
3 N 1.190 0.932 -0.370
4 N 2.204 0.072 -0.327
5 N 0.190 -1.449 -0.141
6 C -1.427 -0.273 0.885
7 C -0.697 -0.560 -0.459
8 H -1.993 -1.135 1.179
9 H -1.544 -0.851 -1.083
10 H 0.929 1.336 0.572
11 H 0.139 0.439 -1.981
12 H -0.708 -0.005 1.603
13 H -1.852 0.775 0.749

Properties
Frontier orbital gap (alpha / beta)   7.313 / 6.811 eV
Total charge   0



Energies relative to the most stable structure are i 0.0090; ii 0.0000; iii 0.2104, reported in hartree.



i:
ORCA calculation (ωB97M-V with the def2-TZVPD basis set) on one molecule with the formula C4H5NOS2.

CARTESIAN COORDINATES (ANGSTROEM)
1 S -2.421 2.289 -0.332
2 S 3.091 1.025 -0.254
3 O 1.390 -0.182 1.322
4 N -0.838 0.046 -0.343
5 C 0.484 0.575 -0.716
6 C -1.076 -1.383 -0.045
7 C 1.595 0.459 0.137
8 C -1.571 1.028 -0.269
9 H -1.658 -1.760 -0.801
10 H -1.562 -1.433 0.979
11 H 2.071 0.105 1.892
12 H 0.574 1.144 -1.595
13 H -0.080 -1.913 0.024

Properties
Frontier orbital gap (alpha / beta)   6.217 / 6.214 eV
Total charge   0



ii:
ORCA calculation (ωB97M-V with the def2-TZVPD basis set) on one molecule with the formula C4H5NOS2.

CARTESIAN COORDINATES (ANGSTROEM)
1 S 2.757 -0.198 -0.379
2 S -2.528 -0.804 -0.215
3 O 0.587 -1.714 0.395
4 N -0.907 1.298 0.288
5 C 1.155 -0.549 0.266
6 C 0.306 0.609 0.749
7 C 0.366 1.820 -0.119
8 C -1.932 0.684 -0.283
9 H -2.628 1.677 -0.638
10 H 0.583 2.805 0.350
11 H 0.372 0.812 1.865
12 H 0.664 1.512 -1.124
13 H -0.376 -1.541 0.186

Properties
Frontier orbital gap   8.425 eV
Total charge   0
SMILES   OC(=S)[C@H]1CN1C=S



iii:
ORCA calculation (ωB97M-V with the def2-TZVPD basis set) on one molecule with the formula C4H5NOS2.

CARTESIAN COORDINATES (ANGSTROEM)
1 S -2.509 0.332 0.001
2 S 0.829 2.071 -0.082
3 O 0.655 -1.898 0.111
4 N 2.662 -0.685 -0.104
5 C -0.624 -1.758 -0.045
6 C 1.251 -0.761 -0.044
7 C -0.934 -0.409 0.067
8 C 0.330 0.272 0.061
9 H 3.033 0.328 -0.040
10 H -1.259 -2.586 -0.126
11 H 3.100 -1.618 0.121
12 H 1.162 2.279 1.259
13 H -3.168 -0.939 -0.322

Properties
Frontier orbital gap   8.229 eV
Total charge   0
SMILES   Nc1occ(S)c1S



Energies relative to the most stable structure are i 0.0487; ii 0.0585; iii 0.0000, reported in hartree.



i:
ORCA calculation (ωB97M-V with the def2-TZVPD basis set) on a 2-piece molecular cluster, C2H4N3O overall.

CARTESIAN COORDINATES (ANGSTROEM)
1 O -3.009 -0.738 0.300
2 N -0.703 -0.323 -0.042
3 N -0.186 1.723 -0.514
4 N 0.917 1.922 -0.616
5 C 0.517 -0.939 0.205
6 C -1.870 -0.568 0.169
7 H 1.155 -0.147 0.706
8 H 1.886 2.211 -0.627
9 H 0.994 -1.498 -0.527
10 H 0.298 -1.643 0.946

Properties
Frontier orbital gap   8.673 eV
Total charge   +1



ii:
ORCA calculation (ωB97M-V with the def2-TZVPD basis set) on C2H4N3O as an isolated structure.

CARTESIAN COORDINATES (ANGSTROEM)
1 O 2.250 0.690 -0.099
2 N -0.314 0.018 0.562
3 N 1.863 0.742 1.058
4 N 0.949 0.271 -1.336
5 C 0.752 0.368 1.501
6 C -0.080 -0.178 -0.717
7 H -0.773 -0.567 -1.426
8 H 1.415 -0.123 -2.116
9 H 0.617 0.378 2.621
10 H -1.228 0.066 0.961

Properties
Frontier orbital gap   8.477 eV
Total charge   +1



iii:
ORCA calculation (ωB97M-V with the def2-TZVPD basis set) on an isolated ion of composition C2H4N3O and charge +1.

CARTESIAN COORDINATES (ANGSTROEM)
1 O -1.026 0.408 1.063
2 N -0.212 -0.594 0.733
3 N 0.810 0.317 -1.212
4 N 1.748 -3.312 -0.532
5 C 0.486 -0.626 -0.341
6 C 1.435 -2.226 -0.521
7 H 1.569 0.100 -1.971
8 H 0.221 1.081 -1.357
9 H -0.291 -1.436 1.263
10 H -0.357 1.140 1.555

Properties
Frontier orbital gap   11.502 eV
Total charge   +1
SMILES   N#CC(=[NH2+])NO



Energies relative to the most stable structure are i 0.0000; ii 0.0577; iii 0.0419, reported in hartree.



i:
ORCA calculation (ωB97M-V with the def2-TZVPD basis set) on a 2-piece molecular cluster, C5H7Br overall.

CARTESIAN COORDINATES (ANGSTROEM)
1 Br -2.096 1.414 -2.179
2 C -0.228 -1.455 -0.024
3 C 0.715 0.650 -1.480
4 C 0.024 -0.086 -0.452
5 C 0.245 0.778 1.779
6 C -0.591 0.792 -1.479
7 H 0.418 -1.730 0.802
8 H 1.682 0.764 -1.952
9 H 1.237 0.432 1.465
10 H -0.030 1.887 1.765
11 H -1.240 -1.604 0.170
12 H 0.150 -2.068 -0.895
13 H -0.287 0.226 2.479

Properties
Frontier orbital gap   7.589 eV
Total charge   0



ii:
ORCA calculation (ωB97M-V with the def2-TZVPD basis set) on one molecule with the formula C5H7Br.

CARTESIAN COORDINATES (ANGSTROEM)
1 Br -0.599 3.726 -0.183
2 C -1.165 -0.291 -0.525
3 C -0.094 0.592 0.108
4 C -0.283 2.045 0.445
5 C 1.256 0.042 -0.111
6 C -0.353 1.235 1.452
7 H 1.151 -0.920 0.419
8 H 1.393 -0.265 -1.194
9 H 2.172 0.648 0.165
10 H -2.080 0.032 -0.764
11 H -0.530 1.215 2.436
12 H -0.669 -0.745 -1.329
13 H -1.442 -0.993 0.358

Properties
Frontier orbital gap   10.003 eV
Total charge   0
SMILES   CC1(C)C=C1Br



Energies relative to the most stable structure are i 0.0960; ii 0.0000, reported in hartree.



i:
ORCA calculation (ωB97M-V with the def2-TZVPD basis set) on one molecule with the formula C3H10NOP.

CARTESIAN COORDINATES (ANGSTROEM)
1 P 0.343 -1.092 -0.422
2 O -0.866 -1.101 2.024
3 N -1.217 -1.686 -0.825
4 C 0.438 0.185 -1.768
5 C 0.814 0.846 1.646
6 C -0.228 0.038 0.934
7 H -1.135 0.585 0.682
8 H 1.121 1.670 1.003
9 H 1.296 0.837 -1.622
10 H 0.416 1.259 2.571
11 H 1.691 0.241 1.872
12 H -1.150 -2.586 -1.295
13 H -0.089 -1.441 2.472
14 H -1.746 -1.827 0.038
15 H -0.485 0.763 -1.796
16 H 0.558 -0.335 -2.716

Properties
Frontier orbital gap   9.542 eV
Total charge   0
SMILES   C[C@H](O)P(C)N



ii:
ORCA calculation (ωB97M-V with the def2-TZVPD basis set) on C3H10NOP as an isolated structure.

CARTESIAN COORDINATES (ANGSTROEM)
1 P 1.158 0.083 -0.218
2 O 2.213 1.043 -0.165
3 N -0.337 0.477 0.338
4 C -0.763 1.874 0.276
5 C -1.401 -0.409 -0.025
6 C 1.450 -1.698 0.274
7 H -2.312 -0.041 0.410
8 H 1.586 -1.866 1.369
9 H -1.117 -1.378 0.162
10 H -1.767 1.979 -0.177
11 H -0.976 2.407 1.200
12 H 0.808 -0.318 -1.998
13 H 2.403 -1.944 -0.227
14 H 0.623 -2.319 0.055
15 H 0.027 2.523 -0.142
16 H -1.595 -0.414 -1.129

Properties
Frontier orbital gap   10.116 eV
Total charge   0



Energies relative to the most stable structure are i 0.0000; ii 0.0152, reported in hartree.



i:
ORCA calculation (ωB97M-V with the def2-TZVPD basis set) on a 2-piece molecular cluster, C2H5BrCl2Si overall.

CARTESIAN COORDINATES (ANGSTROEM)
1 Br -2.844 -0.208 1.276
2 Cl 0.257 0.853 -2.944
3 Cl -1.661 -2.336 -1.485
4 Si -1.195 -1.143 0.022
5 C 0.381 -0.342 -0.038
6 C 0.764 0.592 1.096
7 H 1.716 0.336 1.665
8 H 1.164 -0.845 -0.395
9 H -0.129 0.839 1.903
10 H 0.960 1.590 0.603
11 H 0.587 0.664 -1.702

Properties
Frontier orbital gap   7.741 eV
Total charge   0
SMILES   C/C=[Si](/Cl)Br.Cl



ii:
ORCA calculation (ωB97M-V with the def2-TZVPD basis set) on a 2-piece molecular cluster, C2H5BrCl2Si overall.

CARTESIAN COORDINATES (ANGSTROEM)
1 Br -3.404 -2.408 0.365
2 Cl -2.249 1.166 -1.288
3 Cl -1.631 0.629 1.862
4 Si -1.343 0.019 -0.014
5 C 1.457 0.589 0.062
6 C 0.432 -0.451 -0.330
7 H 0.727 -0.753 -1.402
8 H 1.487 0.757 1.231
9 H 1.330 1.431 -0.523
10 H 2.478 0.346 -0.183
11 H 0.717 -1.326 0.220

Properties
Frontier orbital gap   7.606 eV
Total charge   0



Energies relative to the most stable structure are i 0.0540; ii 0.0000, reported in hartree.